No. 1
Formula: C44H115N12O5P3
Source: OMol25
Level of theory: wB97M-V/def2-TZVPD

The geometry in XYZ format:
```
179
Properties=species:S:1:pos:R:3
C -1.624 -4.883 3.499
C -2.669 -3.878 3.016
C -2.081 -2.558 3.586
O -1.567 -2.962 4.807
C -0.954 -4.277 4.714
H -0.826 -5.106 2.791
H -2.093 -5.802 3.853
H -3.586 -4.199 3.510
H -2.830 -3.891 1.938
H -2.754 -1.702 3.633
H -1.228 -2.281 2.967
H -1.128 -4.803 5.653
H 0.121 -4.192 4.551
C -0.598 1.021 -0.225
C 0.216 0.984 1.079
C -0.798 0.341 2.039
O -1.343 -0.705 1.224
C -1.492 -0.223 -0.094
H 0.099 0.933 -1.059
H -1.218 1.907 -0.361
H 0.582 1.979 1.330
H 1.058 0.294 1.015
H -1.473 1.019 2.561
H -0.281 -0.110 2.886
H -2.525 0.111 -0.190
H -1.185 -0.912 -0.881
C -4.559 2.766 -1.433
C -4.465 2.724 0.079
N -4.518 4.059 0.633
C -5.869 4.521 0.985
C -5.919 6.022 1.360
C -3.532 4.296 1.672
C -3.732 3.356 2.877
H -4.431 1.812 -1.945
H -3.789 3.454 -1.781
H -5.523 3.093 -1.823
H -5.194 2.043 0.519
H -3.494 2.246 0.207
H -6.162 3.983 1.887
H -6.651 4.303 0.257
H -5.458 6.628 0.580
H -5.441 6.283 2.304
H -6.961 6.328 1.454
H -2.577 4.001 1.238
H -3.497 5.329 2.019
H -3.712 2.276 2.732
H -2.903 3.433 3.580
H -4.651 3.583 3.416
C 8.097 -0.591 0.255
C 7.301 0.150 1.360
N 6.027 -0.572 1.688
C 6.367 -1.977 2.171
C 7.051 -2.041 3.573
C 5.201 0.226 2.625
C 3.760 -0.266 2.702
H 7.505 -0.911 -0.602
H 8.574 -1.515 0.586
H 8.786 0.110 -0.217
H 7.918 0.137 2.258
H 7.091 1.185 1.093
H 5.370 -2.389 2.327
H 6.857 -2.602 1.424
H 7.002 -3.087 3.872
H 8.100 -1.760 3.470
H 6.505 -1.514 4.355
H 5.126 1.220 2.185
H 5.731 0.352 3.569
H 3.700 -1.268 3.128
H 3.261 -0.302 1.733
H 3.137 0.434 3.259
C -1.215 -4.349 -0.914
C -0.056 -4.731 0.005
N 1.281 -4.354 -0.574
C 1.578 -5.016 -1.914
C 1.606 -6.499 -1.804
C 1.438 -2.922 -0.558
C 2.890 -2.501 -0.731
H -2.146 -4.153 -0.382
H -1.478 -5.133 -1.624
H -1.107 -3.429 -1.488
H -0.072 -4.132 0.915
H -0.060 -5.761 0.361
H 0.892 -4.582 -2.642
H 2.576 -4.719 -2.237
H 2.033 -6.951 -2.700
H 2.343 -6.653 -1.016
H 0.663 -7.011 -1.615
H 1.059 -2.545 0.392
H 0.825 -2.386 -1.283
H 3.604 -3.016 -0.088
H 3.048 -1.427 -0.622
H 3.244 -2.667 -1.748
O 2.062 1.806 8.551
P 2.267 0.869 7.421
N 3.921 0.345 7.231
C 4.317 -0.671 6.226
C 4.744 0.335 8.428
N 1.764 1.456 5.883
C 2.635 2.362 5.002
C 0.355 1.658 5.611
N 1.455 -0.706 7.480
C 1.183 -1.325 8.797
C 1.251 -1.617 6.318
H 4.383 -1.663 6.675
H 5.301 -0.461 5.806
H 3.570 -0.636 5.433
H 4.895 1.349 8.798
H 5.705 -0.168 8.317
H 4.194 -0.250 9.165
H 3.577 1.853 4.800
H 2.101 2.524 4.066
H 2.764 3.332 5.483
H 0.214 1.915 4.561
H -0.285 0.780 5.699
H -0.065 2.478 6.192
H 1.899 -2.131 8.956
H 1.245 -0.636 9.639
H 0.167 -1.722 8.797
H 1.976 -2.406 6.519
H 1.507 -1.108 5.389
H 0.253 -2.055 6.307
O -1.817 -0.090 -4.084
P -2.618 -1.191 -4.694
N -1.711 -2.354 -5.619
C -0.746 -3.220 -4.944
C -1.423 -2.082 -7.034
N -3.914 -0.617 -5.698
C -4.596 0.669 -5.369
C -4.807 -1.532 -6.405
N -3.445 -2.182 -3.518
C -4.044 -3.459 -3.784
C -3.979 -1.563 -2.288
H 0.180 -2.699 -4.698
H -0.588 -4.118 -5.542
H -1.067 -3.411 -3.920
H -1.344 -3.034 -7.559
H -0.435 -1.625 -7.087
H -2.261 -1.544 -7.475
H -5.602 0.525 -4.974
H -4.029 1.228 -4.625
H -4.601 1.217 -6.311
H -5.064 -1.245 -7.424
H -4.295 -2.490 -6.495
H -5.717 -1.673 -5.821
H -4.292 -4.134 -2.965
H -4.920 -3.329 -4.420
H -3.368 -4.044 -4.408
H -3.923 -2.308 -1.494
H -4.980 -1.167 -2.459
H -3.379 -0.737 -1.904
O -1.138 6.050 -4.945
P -0.517 4.730 -5.161
N -0.142 3.767 -3.792
C -1.289 3.174 -3.065
C 1.050 4.095 -2.917
N 1.032 4.868 -5.959
C 1.439 6.067 -6.785
C 1.829 3.653 -6.313
N -1.441 3.707 -6.213
C -1.124 2.278 -6.356
C -2.171 4.238 -7.343
H -1.224 2.086 -3.047
H -2.215 3.366 -3.606
H -1.349 3.644 -2.083
H 1.068 5.145 -2.624
H 1.903 3.829 -3.541
H 1.102 3.454 -2.038
H 0.752 6.880 -6.548
H 2.491 6.268 -6.582
H 1.357 5.844 -7.848
H 2.884 3.905 -6.417
H 1.750 2.984 -5.456
H 1.369 3.175 -7.178
H -0.382 2.015 -5.602
H -2.005 1.671 -6.152
H -0.710 2.024 -7.332
H -2.638 3.393 -7.851
H -1.508 4.766 -8.028
H -2.945 4.903 -6.960
```

Output
**SMILES**: CN(C)P(=O)(N(C)C)N(C)C.CN(C)P(=O)(N(C)C)N(C)C.CN(C)P(=O)(N(C)C)N(C)C.CCN(CC)CC.CCN(CC)CC.CCN(CC)CC.C1CCOC1.C1CCOC1
**Max |F|**: 3.02 eV Å⁻¹

***

No. 2
Formula: C44H116CdN7O18
Source: OMol25
Level of theory: wB97M-V/def2-TZVPD

The geometry in XYZ format:
```
186
Properties=species:S:1:pos:R:3
Cd 1.145 -4.170 -3.966
C -0.161 -0.459 -0.055
C -0.375 -1.893 -0.200
O 0.564 -2.655 -0.994
H -0.503 0.028 -0.969
H 0.861 -0.262 0.266
H -0.747 -0.087 0.785
H -1.375 -2.127 -0.563
H -0.390 -2.262 0.826
O 3.576 -3.871 1.557
H 2.808 -3.663 1.025
H 3.259 -4.507 2.198
O 2.697 -1.609 -4.799
H 2.772 -0.883 -4.179
H 3.279 -1.369 -5.520
O -0.197 -6.791 -3.247
H 0.217 -7.323 -2.567
H -0.898 -7.344 -3.591
C 3.179 2.398 -4.026
O 4.254 1.507 -3.966
C 5.263 1.789 -2.985
C 6.406 0.748 -3.120
N 7.167 1.031 -4.318
C 8.396 0.249 -4.517
C 9.262 0.816 -5.651
O 8.609 0.509 -6.868
C 9.257 0.906 -8.030
H 3.584 3.409 -4.066
H 2.624 2.289 -3.095
H 2.462 2.203 -4.824
H 4.785 1.540 -2.037
H 5.714 2.781 -2.964
H 6.023 -0.267 -3.225
H 7.102 0.815 -2.284
H 6.576 0.805 -5.105
H 8.170 -0.799 -4.714
H 8.952 0.266 -3.579
H 10.232 0.321 -5.714
H 9.529 1.860 -5.482
H 9.277 1.988 -8.161
H 8.745 0.386 -8.840
H 10.285 0.544 -8.026
C 2.841 -1.105 8.592
O 2.083 -0.029 9.212
C 0.880 -0.380 9.878
C -0.273 -0.989 9.008
N -0.645 -0.137 7.873
C -1.322 -0.957 6.892
C -1.575 -0.213 5.564
O -2.529 0.821 5.691
C -2.758 1.453 4.468
H 3.738 -0.646 8.174
H 2.318 -1.483 7.714
H 3.059 -2.017 9.148
H 0.593 0.559 10.352
H 1.041 -1.071 10.705
H -1.097 -1.235 9.678
H 0.113 -1.919 8.591
H 0.195 0.273 7.490
H -2.223 -1.416 7.299
H -0.748 -1.842 6.617
H -1.957 -0.914 4.821
H -0.669 0.160 5.086
H -3.279 0.686 3.894
H -1.846 1.703 3.927
H -3.332 2.369 4.608
C 8.691 -3.658 4.685
O 7.714 -2.735 4.265
C 7.627 -1.567 5.108
C 6.580 -0.571 4.612
N 5.226 -1.182 4.715
C 4.196 -0.323 4.101
C 3.916 0.854 4.952
O 2.824 1.542 4.308
C 2.208 2.526 5.101
H 8.669 -3.778 5.769
H 9.701 -3.395 4.371
H 8.397 -4.628 4.283
H 8.605 -1.103 5.236
H 7.294 -1.846 6.107
H 6.761 -0.355 3.559
H 6.679 0.395 5.107
H 5.263 -2.010 4.138
H 3.298 -0.896 3.867
H 4.524 -0.091 3.088
H 4.748 1.551 5.054
H 3.682 0.630 5.993
H 1.729 2.018 5.939
H 1.333 2.965 4.620
H 2.864 3.322 5.451
C -0.523 -6.585 7.829
O 0.280 -6.019 6.774
C -0.034 -6.584 5.517
C 0.834 -6.040 4.357
N 2.111 -6.751 4.112
C 3.133 -6.554 5.216
C 4.476 -7.248 4.937
O 4.239 -8.648 4.647
C 5.454 -9.303 4.544
H -1.567 -6.337 7.642
H -0.101 -6.120 8.720
H -0.552 -7.675 7.835
H -1.072 -6.508 5.193
H 0.127 -7.658 5.617
H 1.011 -4.976 4.509
H 0.223 -5.996 3.455
H 1.949 -7.746 4.065
H 2.682 -6.977 6.113
H 3.264 -5.493 5.433
H 4.980 -7.168 5.900
H 5.152 -6.786 4.218
H 6.023 -9.145 5.460
H 6.021 -8.948 3.684
H 5.310 -10.376 4.418
C -6.571 -4.897 1.552
O -7.378 -3.904 0.910
C -6.808 -3.020 0.042
C -6.628 -3.583 -1.342
N -7.912 -4.011 -2.063
C -7.753 -4.048 -3.542
C -8.960 -4.826 -4.164
O -8.852 -6.254 -3.959
C -9.876 -7.036 -4.520
H -5.812 -4.337 2.097
H -6.117 -5.572 0.826
H -7.154 -5.528 2.223
H -5.870 -2.608 0.412
H -7.519 -2.200 -0.061
H -5.862 -4.356 -1.374
H -6.021 -2.909 -1.947
H -8.431 -4.820 -1.755
H -6.890 -4.596 -3.920
H -7.678 -3.025 -3.909
H -9.034 -4.606 -5.229
H -9.905 -4.423 -3.801
H -9.566 -8.080 -4.470
H -9.934 -6.927 -5.603
H -10.849 -6.840 -4.070
C -3.725 1.980 -4.993
O -4.140 3.084 -5.855
C -3.811 3.097 -7.177
C -2.323 3.240 -7.440
N -1.961 4.622 -7.294
C -0.564 4.935 -7.652
C -0.338 6.365 -7.214
O -0.156 6.485 -5.785
C -0.053 7.852 -5.305
H -4.265 2.120 -4.056
H -2.659 1.876 -4.792
H -4.118 1.035 -5.367
H -4.339 3.960 -7.583
H -4.233 2.173 -7.573
H -2.073 2.986 -8.471
H -1.796 2.505 -6.831
H -2.061 4.868 -6.319
H -0.258 4.790 -8.688
H 0.123 4.339 -7.050
H -1.222 6.967 -7.425
H 0.340 6.979 -7.807
H 0.560 8.424 -6.001
H 0.390 8.030 -4.324
H -1.052 8.284 -5.263
C -3.091 6.629 -1.211
O -4.450 6.718 -1.735
C -4.391 6.809 -3.152
C -5.729 7.143 -3.783
N -6.325 8.518 -3.449
C -5.995 9.520 -4.458
C -6.642 10.925 -4.247
O -6.173 11.617 -3.109
C -6.687 12.889 -2.803
H -3.106 6.711 -0.124
H -2.372 7.391 -1.511
H -2.829 5.629 -1.555
H -4.021 5.848 -3.510
H -3.669 7.586 -3.403
H -6.451 6.354 -3.573
H -5.579 7.171 -4.862
H -6.028 8.718 -2.505
H -6.349 9.172 -5.428
H -4.908 9.574 -4.512
H -7.714 10.740 -4.198
H -6.743 11.533 -5.146
H -6.380 13.228 -1.814
H -7.772 12.853 -2.702
H -6.419 13.589 -3.594
```

Output
**Total charge**: +1
**ΔE to the lowest compared entry with this formula, charge and spin**: 1074.0 kJ/mol
**Max |F|**: 3.79 eV Å⁻¹

***

no.,gap between HOMO and LUMO (eV)
1,8.4
2,1.5